ORCA calculation (ωB97M-V/def2-TZVPD) on a cluster of 8 separate species, C36H84F4N12O16P4 in total.

As for the structure (SMILES): CN(C)P(=O)(N(C)C)N(C)C.CN(C)P(=O)(N(C)C)N(C)C.CN(C)P(=O)(N(C)C)N(C)C.CN(C)P(=O)(N(C)C)N(C)C.O=C1OC[C@@H](F)O1.O=C1OC[C@@H](F)O1.O=C1OC[C@@H](F)O1.O=C1OC[C@@H](F)O1. Its energy relative to the best compared isomer or geometry (same formula, charge and spin) is 683.5 kJ/mol.

Geometry (Å):
F (-0.84293, -0.08705, -0.32921)
O (0.13528, -2.14905, -2.67463)
C (-1.24996, -6.67783, 3.37266)
H (-1.84466, -4.42897, -4.69274)
H (1.29179, -0.43901, -6.32395)
H (-3.53977, -4.25543, -5.02138)
H (-4.30674, 5.28156, 0.90159)
C (0.98863, 2.76900, 7.38205)
N (-3.72696, -3.53203, -1.16631)
N (-3.57607, 3.12765, -2.95257)
H (-5.49296, 2.67914, -3.86749)
H (-2.97788, 1.31839, -3.79337)
C (0.44310, -0.35837, 0.07294)
H (5.19552, 4.54784, 0.70396)
O (2.81662, -6.08144, -0.00079)
H (1.90805, 3.01086, 1.42776)
C (-2.91545, 2.38421, -4.01300)
H (0.26908, 3.33484, 7.97381)
N (5.75042, 2.14932, -0.78189)
H (3.17187, 3.65891, -2.26563)
P (4.11679, 1.83338, -0.57959)
H (0.30095, 2.46469, -2.01262)
H (1.49823, 2.68400, -0.25557)
O (1.33626, -2.08762, 1.43239)
C (-3.72847, 3.21772, 0.11823)
O (-2.08552, -7.59597, 3.56128)
H (-0.13191, 5.29747, 2.62382)
O (0.46003, -0.66555, -4.46030)
C (-1.35355, 2.76775, 3.71583)
C (2.34535, -8.15304, -0.63279)
N (3.57835, 1.70852, -2.18553)
C (-2.80213, -4.20974, -4.22020)
H (1.40843, 6.10309, 2.37758)
H (-0.00784, -2.59678, 0.02799)
O (1.36369, -7.30333, -1.18118)
C (1.45525, 6.92072, 5.18761)
H (-3.38708, -7.24175, -4.25532)
H (-0.65775, 6.03559, -2.04853)
H (4.08074, 2.99318, -3.75318)
F (1.57879, -6.07916, 2.56285)
C (6.65007, 1.86906, 0.35892)
C (1.60657, -6.05968, -0.74195)
C (-3.57903, 5.61367, 0.16115)
C (0.56251, 6.01590, 3.05942)
O (-0.48135, -6.50104, 2.25596)
O (-5.60812, -4.99533, -2.68020)
H (-3.48725, 2.26247, -0.34804)
N (-0.01352, 3.14225, 4.14108)
H (-1.78865, -6.57925, -4.24257)
H (7.08407, 2.76653, 0.79969)
H (-0.59565, 2.49369, -0.53431)
H (-2.63424, 5.84891, 0.65118)
C (-0.69658, 2.63995, -1.60973)
C (-0.21061, 5.16532, -1.56811)
H (-3.41431, 2.83547, -4.87068)
H (1.17139, 0.31298, -0.38202)
H (0.67482, 4.95657, -2.16854)
H (3.71860, 5.08797, 1.36960)
H (-1.34356, 1.68185, 3.62189)
H (6.03909, 1.32291, 1.07762)
H (2.72273, -8.86067, -1.37099)
H (-2.08529, -3.44142, 0.24318)
H (0.80486, 7.74502, 4.89504)
H (-0.18849, -3.76174, 3.84333)
C (1.03037, 2.17569, 3.72746)
H (1.12474, 1.45637, 4.54095)
H (-5.51550, -3.36420, 0.11860)
H (3.43218, 2.88290, 6.01097)
H (-0.05484, 5.17283, -0.48931)
N (0.90791, 5.76393, 4.46340)
H (-4.44740, -2.09139, 0.26767)
H (-1.46447, 3.12942, 2.69359)
H (-2.15756, -2.23793, -0.93233)
H (1.99265, 2.68702, 3.75293)
C (3.39295, 0.30452, -2.75892)
C (0.48422, -5.42826, 2.50353)
H (-3.33097, -5.73218, 0.93905)
P (-4.24395, -5.02715, -2.01046)
C (-3.05249, -6.35430, 0.08847)
C (3.29963, 2.86687, -3.00351)
P (-2.81680, 4.50852, -2.17673)
H (0.67149, 1.79452, 7.01071)
H (-2.82446, -3.26244, -3.68148)
H (-2.43044, -7.23819, -2.73104)
H (5.98341, 3.13408, -2.64135)
H (-0.47607, -2.31117, -7.06217)
H (-4.62175, -8.24654, -0.86976)
H (1.45307, 6.87428, 6.27661)
H (1.49457, 4.32900, 0.32719)
H (0.54963, -4.78247, 1.62787)
H (0.81204, -4.84386, 4.65626)
C (-4.81780, -2.78550, -0.48673)
F (-0.49386, 0.01404, -6.41783)
C (2.01806, 3.37625, 0.40674)
H (2.45594, 7.01273, 4.76538)
C (-2.68675, -6.68374, -3.63381)
N (3.44800, 3.35644, 0.09187)
H (2.68273, -0.25777, -2.15271)
H (2.30108, 2.57307, -3.32706)
O (0.69273, -5.16448, -0.66111)
H (7.42303, 1.24288, -0.08664)
C (0.76245, -1.83600, 0.15431)
H (4.26539, -0.30317, -2.99904)
H (1.49080, -1.96719, -0.64594)
H (0.59995, 1.79121, 2.80279)
C (0.01635, -4.83016, 3.91143)
H (1.80950, 2.55401, 8.06619)
O (-1.08386, 4.68689, 6.02448)
H (-1.47711, 1.96256, -1.95617)
C (4.23473, 4.17839, 1.06243)
H (-5.47632, -2.27876, -1.19218)
H (2.03377, -8.47509, 0.36085)
O (-0.95717, -5.71174, 4.31235)
C (0.18123, -1.89936, -3.89967)
H (-4.75439, 3.16906, 0.48322)
N (-3.03903, -5.31222, -3.17771)
H (-5.38306, 4.05934, -2.69392)
O (1.35371, -0.98843, 3.36199)
C (0.37265, -0.75273, -5.82911)
H (4.55786, 3.57926, 1.91376)
C (-5.09296, -7.27780, -0.70367)
C (6.17427, 3.27049, -1.57689)
H (-5.55954, -6.95912, 0.22845)
P (0.24295, 4.33842, 5.28952)
H (5.74666, 4.18654, -1.16932)
O (3.95156, 0.61537, 0.31581)
H (2.91239, 4.09293, 4.90003)
N (-4.02857, -6.32286, -0.83856)
H (-2.93218, -7.31631, 0.58663)
N (-1.13977, 4.06966, -1.85260)
C (1.00015, -1.13550, 2.18505)
H (3.53303, 4.54884, 6.46855)
N (-3.44928, 4.42404, -0.67068)
C (2.89365, 3.82906, 5.95744)
F (4.21239, -6.92906, -1.36971)
O (0.31899, -0.17447, 1.45096)
C (-5.00879, 3.07487, -2.97470)
H (-0.01462, 6.92715, 2.90243)
H (2.77863, 0.33669, -3.65874)
N (1.43736, 3.68476, 6.27809)
C (3.47292, -7.21154, -0.31830)
H (4.14073, -7.62293, 0.43859)
O (-2.89670, 5.89182, -2.70347)
H (-1.87309, 2.69936, -4.06031)
C (0.08885, -2.13214, -6.14734)
H (0.99528, -2.63915, -6.47814)
O (-0.19023, -2.67215, -4.86099)
H (-2.19785, 3.16940, 4.27613)
H (-3.83600, 6.45924, -0.47687)
H (-5.86265, -7.22160, -1.47341)
H (-3.12597, 3.24305, 1.02623)
H (7.26020, 3.19019, -1.62583)
H (-1.69395, -4.00575, -1.31416)
H (-2.07332, -6.10446, -0.32008)
H (-5.32832, 2.59884, -2.04765)
C (-2.35266, -3.30266, -0.80437)

Here are the Löwdin charges for atoms 1 to 8, given in e: F 0.047; O 0.127; C -0.450; H 0.056; H 0.174; H 0.076; H 0.080; C -0.082

ORCA calculation (ωB97M-V/def2-TZVPD) on a cluster of 4 separate species, C36H86BBrN4O18P3S2Si in total.

Its total charge is +1. The value obtained for the electronic energy is -7705.4904 hartree.

Geometry (Å):
C (0.76380, -6.08860, -3.36584)
H (7.47942, -4.85088, 0.27458)
C (-0.11690, 8.69210, -1.26988)
H (-0.96422, -5.89903, 1.93664)
O (-9.25585, 2.18660, 1.81035)
H (-4.75443, 2.24826, 0.42656)
Si (-2.26566, 1.98560, 0.09025)
H (-6.20337, -0.07608, 2.75294)
H (10.27981, -3.68950, 2.22205)
C (-0.40981, -3.08503, 0.27898)
H (2.15351, -5.71435, -1.84665)
H (-1.14212, 8.94460, -0.99781)
P (7.17017, -1.98635, 2.27012)
C (3.85271, 8.04597, -2.01799)
H (4.08778, -3.69548, -5.47959)
H (2.70957, -3.54896, 1.59718)
H (-3.20990, -2.46560, 0.39068)
O (5.97994, -1.48735, 1.56121)
H (3.47533, -3.28678, -1.31063)
C (3.46829, 9.43060, -1.55147)
H (-9.93398, 0.58127, 2.98984)
C (7.49668, -3.76510, 0.36828)
H (1.39910, 4.81325, -5.36207)
H (3.89642, 8.00010, -3.10150)
H (0.52297, 0.59242, 0.92773)
C (-1.12109, 1.99375, -1.38128)
H (-0.28428, -6.32917, -3.53731)
O (-2.50247, -1.77075, -2.06434)
H (-2.77778, -6.58877, 0.28041)
O (2.95850, 7.04163, -1.47809)
C (-5.62722, 0.93285, 4.55551)
H (-1.56845, 1.55181, -2.27245)
O (1.80078, -1.71528, 3.02854)
C (0.54519, -4.36499, -1.47061)
H (-11.73971, 2.19871, 3.19817)
N (-0.42195, -4.31025, -0.35936)
H (0.27461, 7.98579, -0.53260)
H (-10.66295, 6.00425, 3.84430)
H (5.24041, -0.76805, 3.73046)
O (-0.29271, -0.94931, -2.05918)
H (6.57898, -3.38421, -0.08730)
H (-2.36846, -0.73978, -3.87431)
H (0.71456, -4.11537, -4.26751)
H (-4.09015, 3.35359, -0.82410)
B (-1.34078, -1.58455, -1.42263)
H (8.80227, -2.12469, -0.17729)
H (8.90640, -2.97560, 4.10134)
H (-2.59374, 3.82614, 1.63769)
H (11.38487, -3.14332, 3.47735)
C (-6.28686, 0.92302, 3.19091)
C (1.24104, -0.21719, 1.00953)
H (8.64398, -3.38288, -1.41496)
H (4.29297, 10.12224, -1.72729)
H (-8.59743, 4.90942, 4.59073)
H (-10.16600, 0.45985, 1.25409)
C (3.07751, 4.58357, -4.02582)
H (2.65618, 3.87407, -3.31320)
S (0.69718, -1.44025, 2.16617)
O (2.95170, 5.92335, -3.54903)
S (1.56591, -4.24827, 1.69680)
H (-9.93703, 4.27733, 5.53325)
C (9.45648, -2.21128, 3.55949)
C (2.42088, 4.43562, -5.38263)
C (-1.74833, -6.42260, -0.04047)
H (-0.87934, 3.03510, -1.60765)
O (-2.07594, 0.60417, 1.05041)
O (-7.67246, 1.22069, 3.31317)
C (5.46987, -1.67566, 4.28803)
H (2.96372, 5.01368, -6.13168)
C (-2.45224, -1.75825, -3.50032)
H (1.41495, -0.69373, 0.04547)
O (6.64530, -2.30626, 3.77316)
H (-1.25145, 4.21379, 0.55226)
C (-0.07026, 8.10650, -2.66992)
H (0.48758, 9.59601, -1.20415)
C (8.71242, -3.20072, -0.34214)
H (-4.54334, 0.83069, 4.46901)
P (-8.24541, 2.69578, 2.90991)
H (-0.37141, 8.85765, -3.40002)
C (-4.03177, 2.35829, -0.38150)
H (-1.14261, -7.62086, 1.64876)
H (-11.45738, 4.44526, 3.59561)
C (4.30088, -2.63061, 4.24967)
C (-10.21258, 1.14237, 2.10202)
H (11.02678, -2.10154, 2.08224)
C (-1.69545, 3.42668, 1.15891)
H (-0.76999, 7.27255, -2.75683)
C (-10.49804, 4.96159, 3.57330)
O (8.58702, -1.44623, 2.68897)
O (2.44319, -2.52792, -3.53227)
H (3.33462, -5.16515, -6.20779)
C (1.06531, -5.74578, -1.90045)
H (-5.85307, 1.85666, 5.08682)
C (-2.42992, -1.83589, 0.83346)
C (2.96032, -3.60522, -3.35216)
H (4.07747, -4.83009, -1.94391)
C (-11.60952, 1.70435, 2.23655)
H (-3.39601, -2.15942, -3.86434)
H (4.84017, 7.78679, -1.63738)
H (4.45478, -3.45933, 4.94371)
C (1.28937, -5.04902, -4.34255)
C (-1.72253, -4.95139, -0.50495)
H (4.85644, -3.29835, -2.38806)
H (2.21465, 0.11071, 1.36849)
H (1.12671, -5.39544, -5.36211)
H (-1.51821, -7.10279, -0.85749)
H (4.19462, -3.06252, 3.25396)
C (3.90173, -3.78419, -2.18270)
H (-0.17934, 1.51425, -1.11493)
H (3.38005, -2.12438, 4.51583)
H (4.14622, 4.37402, -4.10309)
H (9.62721, -3.66301, 0.02633)
H (0.51366, -1.48184, -2.00644)
O (-7.06657, 3.56873, 2.96970)
H (-10.13174, 4.92343, 2.54462)
H (-2.42452, -4.43677, 0.14746)
C (-0.86607, -6.67847, 1.17665)
H (2.40499, 3.39041, -5.69587)
P (1.86841, 6.32344, -2.38658)
H (1.41599, -3.80344, -1.11974)
O (-9.19945, 2.96524, 4.16972)
H (-6.00558, 0.11040, 5.16437)
O (-0.49287, -1.08243, 2.85504)
H (9.83356, -1.49816, 4.29079)
H (1.32021, -7.01126, -3.56018)
C (-3.01542, -0.42216, 0.81451)
H (-11.81529, 2.43642, 1.45580)
H (-4.33414, 1.67607, -1.18575)
N (0.49916, -2.94815, 1.24669)
O (7.49823, -3.48236, 1.77114)
H (-12.34195, 0.89883, 2.17658)
N (-1.17719, -1.97950, 0.02797)
H (0.18953, -3.80383, -2.34045)
O (1.24144, 7.68499, -3.04302)
Br (-2.52359, -4.89783, -2.28873)
H (3.21674, 9.43295, -0.49076)
H (-2.29211, -2.18131, 1.85509)
C (3.18754, -4.30278, -5.56489)
H (-1.64918, -2.38052, -3.88919)
H (-1.03535, 3.08728, 1.95868)
H (-3.56512, -0.31072, -0.12630)
N (2.73788, -4.74692, -4.20842)
H (0.18796, -6.75232, 0.91133)
H (-5.79054, 1.62200, 2.51705)
H (2.60335, 9.80041, -2.09909)
H (0.76159, -6.55872, -1.24427)
C (-9.51324, 4.31902, 4.53093)
H (2.42838, -3.63680, -5.98723)
C (10.60588, -2.81766, 2.78783)
H (-3.76123, -0.40864, 1.61747)
H (5.68729, -1.38036, 5.31531)
O (0.79402, 5.33743, -2.73242)

Here are the Löwdin charges for atoms 1 to 8, given in e: C -0.175; H 0.120; C -0.075; H 0.069; O -0.186; H 0.028; Si 0.436; H 0.110

no.,M (g/mol)
1,1141.0
2,1139.0